Formula: C27H31N5O2
Source: the Open Molecules 2025 dataset
Level of theory: the ωB97M-V functional and the def2-TZVPD basis

Atoms and positions in Å:
C 7.930 -1.085 4.316
O 7.410 -0.242 3.316
C 6.075 -0.227 3.018
C 5.716 0.745 2.087
C 4.415 0.913 1.668
C 3.410 0.099 2.181
C 3.763 -0.890 3.096
C 5.071 -1.071 3.523
O 5.429 -2.055 4.423
C 4.429 -2.889 4.944
H 4.941 -3.560 5.632
H 3.942 -3.480 4.161
H 3.671 -2.320 5.494
H 2.997 -1.553 3.457
C 2.031 0.281 1.758
C 1.614 0.800 0.527
N 2.310 1.225 -0.521
C 1.637 1.661 -1.558
C 0.232 1.690 -1.591
C -0.514 1.257 -0.505
N -1.871 1.336 -0.416
C -2.657 1.865 -1.510
H -2.117 2.653 -2.032
C -3.068 0.742 -2.464
N -3.845 -0.237 -1.726
C -3.066 -0.776 -0.627
C -2.653 0.357 0.315
H -2.070 -0.022 1.154
H -3.550 0.859 0.688
H -3.683 -1.494 -0.082
H -2.159 -1.299 -0.986
C -4.382 -1.270 -2.595
C -5.404 -0.701 -3.542
C -6.391 0.149 -3.058
C -7.342 0.677 -3.911
C -7.321 0.356 -5.259
C -6.343 -0.491 -5.748
C -5.387 -1.014 -4.894
H -4.622 -1.673 -5.282
H -6.321 -0.744 -6.798
H -8.066 0.766 -5.926
H -8.104 1.339 -3.525
H -6.396 0.395 -2.007
H -4.869 -2.015 -1.957
H -3.585 -1.783 -3.164
H -3.686 1.143 -3.270
H -2.162 0.288 -2.910
H -3.562 2.299 -1.075
N 0.218 0.803 0.556
N -0.233 0.349 1.730
C 0.835 0.029 2.454
C 0.636 -0.475 3.840
H 1.400 -0.072 4.501
H -0.348 -0.172 4.190
H 0.685 -1.564 3.867
H -0.249 2.042 -2.486
C 2.425 2.134 -2.738
H 3.484 1.989 -2.544
H 2.234 3.191 -2.919
H 2.142 1.581 -3.631
H 4.167 1.668 0.940
H 6.506 1.371 1.704
H 7.819 -2.140 4.058
H 8.990 -0.835 4.375
H 7.461 -0.901 5.286

As for the SMILES: COc1ccc(-c2c(C)nn3c(N4CCN(Cc5ccccc5)CC4)cc(C)nc23)cc1OC. Its frontier orbital gap is 7.76 eV. Its LUMO energy is 0.742 eV.

***

Formula: C27H31N9O3ReS
Source: the Open Molecules 2025 dataset
Level of theory: the ωB97M-V functional and the def2-TZVPD basis

Atoms and positions in Å:
Re 0.980 0.410 0.194
N -0.299 3.159 3.584
C 0.495 2.437 2.812
N 0.224 2.136 1.564
C -0.979 2.584 1.003
N -1.197 2.355 -0.252
N -0.214 1.688 -0.864
C 0.147 2.038 -2.065
C 1.462 1.605 -2.451
C 2.013 1.780 -3.720
C 3.347 1.478 -3.921
C 4.095 1.000 -2.851
C 3.471 0.813 -1.628
N 2.192 1.103 -1.418
C -1.902 3.332 1.816
C -3.132 3.793 1.335
C -3.973 4.501 2.167
C -3.605 4.761 3.486
C -2.387 4.330 3.979
C -1.532 3.616 3.146
H -0.054 3.327 4.556
H 1.427 2.079 3.231
H -0.419 2.761 -2.642
H 1.393 2.151 -4.521
H 3.799 1.630 -4.889
H 5.144 0.778 -2.962
H 4.018 0.436 -0.773
H -3.395 3.589 0.310
H -4.915 4.871 1.790
H -4.275 5.314 4.125
H -2.096 4.551 4.995
C 4.415 -3.231 -0.982
C 2.941 -3.156 -0.643
S 2.137 -2.057 -1.883
O 1.000 -1.381 -1.108
C 1.266 -3.274 -2.949
C 0.277 -4.167 -2.234
H 4.924 -3.899 -0.296
H 4.884 -2.255 -0.901
H 4.560 -3.611 -1.990
H 2.758 -2.672 0.317
H 2.466 -4.134 -0.648
H 2.068 -3.832 -3.433
H 0.759 -2.669 -3.699
H 0.757 -4.980 -1.700
H -0.399 -4.606 -2.961
H -0.318 -3.587 -1.537
N -0.143 -0.478 1.518
C -0.588 -0.886 2.521
C -1.087 -1.178 3.747
C -1.225 -2.493 4.208
N -1.331 -3.589 4.524
C -1.338 -0.036 4.518
N -1.467 0.975 5.046
C -2.275 -0.063 -2.962
C -2.868 -0.071 -1.558
O -2.106 -0.927 -0.728
C -2.831 -1.705 0.201
C -2.027 -2.954 0.544
H -2.728 0.734 -3.544
H -2.477 -1.013 -3.447
H -1.197 0.080 -2.923
H -3.916 -0.393 -1.592
H -2.844 0.943 -1.135
H -3.802 -1.983 -0.228
H -3.033 -1.109 1.107
H -2.232 -3.731 -0.186
H -2.286 -3.336 1.528
H -0.966 -2.712 0.525
O 4.407 -0.407 2.646
C 3.485 -0.306 1.953
N 2.541 -0.255 1.226

The charge is +2. Its frontier orbital gap (alpha / beta) is 5.31 / 6.03 eV. The spin multiplicity is 2. Its LUMO energy (alpha / beta) is -8.565 / -8.045 eV.

***

Formula: C27H32AsN5O5SeTeV
Source: the Open Molecules 2025 dataset
Level of theory: the ωB97M-V functional and the def2-TZVPD basis

Atoms and positions in Å:
V -0.072 1.369 -0.221
O 5.815 0.919 0.080
C 5.347 0.890 1.314
O 6.045 0.766 2.284
C 3.865 1.016 1.493
C 3.261 1.012 2.733
N 1.939 1.135 2.534
N 1.633 1.213 1.229
C 2.801 1.149 0.592
C 2.736 1.269 -0.896
O 3.732 1.176 -1.585
O 1.524 1.430 -1.312
H 5.107 1.040 -0.598
H 3.700 0.936 3.714
H 1.217 1.201 3.233
N -5.217 1.636 4.900
C -3.922 1.264 5.016
O -3.390 0.957 6.058
C -3.101 1.277 3.744
C -1.981 0.456 3.703
C -1.180 0.475 2.581
N -1.413 1.271 1.527
C -2.500 2.050 1.566
C -3.364 2.081 2.647
H -5.787 1.583 5.729
H -5.682 1.681 4.011
H -1.750 -0.181 4.545
H -0.326 -0.184 2.508
H -2.685 2.660 0.693
H -4.212 2.752 2.620
Se -1.693 1.936 -1.881
C -1.517 0.643 -3.284
C -0.283 0.338 -3.837
C -0.235 -0.626 -4.836
N -1.302 -1.273 -5.296
C -2.483 -0.940 -4.780
C -2.647 0.008 -3.780
H 0.621 0.834 -3.507
H 0.717 -0.889 -5.286
H -3.347 -1.461 -5.178
H -3.633 0.227 -3.393
C -1.417 -2.271 -1.422
As -0.009 -1.286 -0.530
C 0.188 -2.381 1.067
C 1.612 -1.787 -1.521
C 1.688 -3.253 -1.826
C 1.082 -3.767 -2.971
C 1.127 -5.126 -3.242
C 1.777 -5.989 -2.371
C 2.391 -5.486 -1.234
C 2.346 -4.126 -0.964
H -1.200 -3.335 -1.339
H -1.465 -1.991 -2.471
H -2.369 -2.044 -0.946
H 0.413 -3.401 0.756
H -0.741 -2.383 1.634
H 1.004 -2.016 1.692
H 2.460 -1.466 -0.912
H 1.612 -1.180 -2.425
H 0.577 -3.098 -3.659
H 0.658 -5.509 -4.139
H 1.816 -7.049 -2.586
H 2.916 -6.151 -0.561
H 2.848 -3.736 -0.085
C -1.420 5.233 -0.342
Te 0.350 4.181 0.176
C 0.149 4.482 2.273
H -2.254 4.898 0.269
H -1.625 5.036 -1.391
H -1.241 6.293 -0.187
H 0.113 5.550 2.469
H 1.028 4.064 2.758
H -0.754 4.001 2.643

The charge is +1. Its frontier orbital gap (alpha / beta) is 7.06 / 7.36 eV. The spin multiplicity is 3. Its LUMO energy (alpha / beta) is -4.110 / -3.865 eV.

***

Formula: C27H32BF2Ge2INNiSe
Source: the Open Molecules 2025 dataset
Level of theory: the ωB97M-V functional and the def2-TZVPD basis

Atoms and positions in Å:
Ni 0.087 -0.037 -1.225
C 3.827 -0.519 2.220
C 3.069 0.035 1.014
Ge 1.270 -0.846 0.663
C 1.395 -2.851 0.801
C 2.106 -3.434 2.022
C 0.361 -0.319 2.333
C -0.691 0.503 2.323
Ge -1.336 0.873 0.448
C -3.159 0.063 0.121
C -4.358 0.480 0.972
C -1.431 2.871 0.035
C -2.162 3.839 0.966
C -1.323 1.035 3.554
C -2.513 1.760 3.484
C -3.130 2.269 4.616
C -2.561 2.074 5.864
C -1.366 1.371 5.960
C -0.757 0.864 4.825
H 4.690 0.110 2.462
H 4.193 -1.526 2.022
H 3.189 -0.562 3.105
H 3.708 -0.012 0.128
H 2.834 1.089 1.171
H 1.830 -3.243 -0.122
H 0.352 -3.165 0.809
H 3.191 -3.353 1.933
H 1.857 -4.493 2.129
H 1.805 -2.929 2.943
H 0.782 -0.667 3.280
H -3.009 -1.015 0.204
H -3.366 0.268 -0.934
H -4.209 0.221 2.020
H -5.259 -0.037 0.630
H -4.547 1.555 0.901
H -1.887 2.929 -0.959
H -0.391 3.187 -0.078
H -3.221 3.583 1.047
H -2.101 4.862 0.580
H -1.732 3.832 1.967
H -2.955 1.923 2.512
H -4.058 2.821 4.523
H -3.035 2.468 6.755
H -0.906 1.222 6.929
H 0.178 0.332 4.931
I -1.134 1.285 -3.173
C -0.019 0.276 -4.674
C -0.533 0.200 -5.942
C 0.132 -0.585 -6.895
C 1.219 -1.333 -6.533
C 1.741 -1.278 -5.222
C 2.797 -2.115 -4.801
C 3.271 -2.038 -3.519
C 2.810 -1.047 -2.648
C 1.798 -0.166 -3.005
C 1.171 -0.369 -4.288
H -1.453 0.712 -6.187
H -0.254 -0.633 -7.906
H 1.691 -1.994 -7.251
H 3.215 -2.824 -5.505
H 4.051 -2.712 -3.188
H 3.284 -0.937 -1.681
Se -0.916 -2.125 -1.999
C -1.651 -3.161 -0.722
N -2.144 -3.850 0.070
F 1.904 2.333 -3.249
B 1.775 1.283 -2.421
F 1.986 1.646 -1.149

The charge is -1. Its frontier orbital gap (alpha / beta) is 5.34 / 5.34 eV. Its LUMO energy (alpha / beta) is 1.708 / 1.708 eV.

***

Formula: C27H32BF3IN3O7P
Source: the Open Molecules 2025 dataset
Level of theory: the ωB97M-V functional and the def2-TZVPD basis

Atoms and positions in Å:
C 2.767 -2.688 1.431
N 3.293 -1.932 0.229
C 3.115 -0.488 0.567
B 2.547 -2.334 -1.013
O 3.215 -2.981 -2.120
C 0.922 -2.085 -1.110
C 0.035 -3.294 -0.633
C -1.502 -3.151 -0.638
C -2.111 -1.788 -1.138
C -1.276 -0.597 -1.644
C 0.286 -0.744 -1.639
I 1.496 0.919 -2.344
C -3.721 -1.697 -1.066
O -4.430 -1.190 -1.962
C -4.358 -2.373 0.257
C -5.510 -1.681 1.032
C -6.122 -0.266 0.549
O -5.118 0.714 0.233
C -4.723 1.489 1.385
O -4.809 2.877 1.018
C -3.672 3.638 1.481
C -2.385 3.565 0.532
O -2.525 4.383 -0.682
C -6.007 -2.427 2.330
P -7.384 -1.700 3.444
O -7.181 -2.265 4.873
C -5.430 -3.789 2.809
C -4.281 -4.472 2.034
C -3.586 -5.851 2.449
F -3.920 -6.914 1.569
F -3.972 -6.244 3.768
F -2.156 -5.736 2.506
C -3.750 -3.733 0.760
C -2.522 -4.296 -0.130
O -2.372 -5.505 -0.399
H 2.756 -3.826 1.261
H 1.721 -2.344 1.746
H 3.466 -2.502 2.327
H 3.538 0.152 -0.284
H 2.027 -0.241 0.836
H 3.784 -0.260 1.485
H 3.303 -3.927 -1.829
H 0.475 -4.279 -0.250
H -1.747 0.376 -1.991
H -6.727 -0.484 -0.410
H -6.866 0.061 1.350
H -3.622 1.271 1.643
H -5.330 1.207 2.319
H -4.012 4.743 1.499
H -3.327 3.332 2.535
H -1.457 3.999 1.071
H -2.198 2.486 0.208
H -2.420 3.783 -1.453
H -7.073 -0.287 3.523
H -8.687 -1.935 2.903
H -5.828 -4.331 3.744
C 6.258 4.104 -5.043
C 7.265 4.068 -3.911
N 6.710 3.667 -2.607
C 5.389 3.423 -2.279
C 5.358 3.131 -0.950
N 6.657 3.200 -0.496
C 7.463 3.507 -1.514
C 7.104 2.983 0.877
H 5.449 4.807 -4.830
H 6.741 4.420 -5.969
H 5.818 3.117 -5.209
H 7.710 5.058 -3.781
H 8.069 3.368 -4.154
H 4.622 3.490 -3.029
H 4.567 2.887 -0.263
H 8.537 3.619 -1.462
H 7.622 3.877 1.226
H 7.782 2.129 0.899
H 6.249 2.785 1.523

The charge is +1. Its frontier orbital gap is 7.78 eV. Its LUMO energy is -3.119 eV.

***

Formula: C27H32BIrN7O3PS
Source: the Open Molecules 2025 dataset
Level of theory: the ωB97M-V functional and the def2-TZVPD basis

Atoms and positions in Å:
Ir -0.269 1.066 -0.640
B -0.368 3.858 -2.549
N -0.348 4.045 -0.998
C -0.047 5.187 -0.389
C -0.073 4.988 0.988
C -0.399 3.654 1.132
N -0.575 3.089 -0.076
N -1.317 2.670 -2.944
C -2.005 2.624 -4.078
C -2.654 1.394 -4.174
C -2.290 0.730 -3.023
N -1.482 1.506 -2.274
H -0.851 4.847 -3.029
H 0.746 3.628 -2.945
H 0.147 6.075 -0.966
H 0.098 5.716 1.760
H -0.564 3.080 2.030
H -2.003 3.469 -4.744
H -3.310 1.055 -4.955
H -2.612 -0.231 -2.661
C 0.564 0.723 1.246
C -0.648 0.413 1.376
C -1.963 0.177 1.929
C -2.161 -0.898 2.798
C -3.414 -1.121 3.346
C -4.470 -0.280 3.025
C -4.276 0.785 2.154
C -3.028 1.015 1.599
H -1.333 -1.553 3.040
H -3.567 -1.954 4.020
H -5.449 -0.456 3.451
H -5.101 1.438 1.904
H -2.874 1.837 0.910
C -0.030 -4.185 -0.496
N -1.139 -3.663 -1.289
C -0.781 -3.743 -2.707
N 0.472 -3.067 -3.036
C 1.536 -3.598 -2.189
N 1.243 -3.511 -0.754
C 1.207 -2.123 -0.306
P -0.088 -1.150 -1.194
C -1.498 -2.304 -0.891
C 0.353 -1.616 -2.918
H 0.092 -5.242 -0.738
H -0.275 -4.100 0.565
H -1.588 -3.318 -3.307
H -0.678 -4.797 -2.967
H 2.463 -3.063 -2.399
H 1.677 -4.651 -2.438
H 2.171 -1.649 -0.494
H 1.005 -2.092 0.769
H -2.394 -1.992 -1.429
H -1.749 -2.286 0.174
H 1.297 -1.129 -3.170
H -0.405 -1.247 -3.611
C 3.111 -1.382 4.723
C 3.009 -0.618 3.434
C 4.016 -0.771 2.444
C 4.034 -0.098 1.226
C 3.008 0.755 0.924
C 1.906 0.974 1.879
C 1.997 0.241 3.155
S 2.963 1.626 -0.656
O 4.309 1.574 -1.136
O 2.383 2.901 -0.343
O 2.050 0.699 -1.379
H 3.219 -2.450 4.534
H 2.227 -1.230 5.340
H 3.983 -1.058 5.293
H 4.831 -1.456 2.659
H 4.849 -0.228 0.526
H 1.909 2.066 2.075
H 1.195 0.404 3.868

The charge is +1. Its frontier orbital gap (alpha / beta) is 5.51 / 5.48 eV. The spin multiplicity is 2. Its LUMO energy (alpha / beta) is -5.599 / -5.602 eV.

***

Formula: C27H32Br3IN4O2PV
Source: the Open Molecules 2025 dataset
Level of theory: the ωB97M-V functional and the def2-TZVPD basis

Atoms and positions in Å:
V -0.736 -0.082 -0.022
Br 2.700 2.405 -2.634
C 2.689 1.932 -0.809
C 3.780 2.208 0.007
C 3.767 1.847 1.339
Br 5.261 2.276 2.428
C 2.676 1.146 1.903
C 2.560 0.697 3.233
C 1.438 -0.006 3.609
C 0.425 -0.260 2.682
N 0.494 0.156 1.426
C 1.593 0.848 1.042
C 1.559 1.274 -0.315
O 0.487 1.015 -0.984
H 4.637 2.709 -0.417
H 3.351 0.900 3.937
H 1.337 -0.377 4.616
H -0.472 -0.812 2.961
O -0.224 -1.967 -0.256
P -0.704 -2.458 -1.588
N -2.170 -1.711 -1.944
C -2.016 -0.303 -2.346
C -3.315 0.037 -3.066
C -3.603 -1.270 -3.804
C -3.231 -2.322 -2.760
N 0.392 -2.078 -2.754
C 0.233 -2.534 -4.136
C 1.589 -2.253 -4.781
C 2.563 -2.399 -3.613
C 1.792 -1.740 -2.477
N -1.062 -4.092 -1.593
C 0.096 -4.998 -1.531
C -0.434 -6.302 -0.910
C -1.938 -6.066 -0.750
C -2.008 -4.557 -0.580
H -1.156 -0.160 -3.019
H -1.864 0.333 -1.454
H -3.197 0.883 -3.737
H -4.117 0.253 -2.355
H -2.954 -1.351 -4.675
H -4.639 -1.359 -4.120
H -2.902 -3.264 -3.196
H -4.094 -2.513 -2.115
H -0.577 -1.990 -4.627
H -0.005 -3.603 -4.175
H 1.624 -1.231 -5.157
H 1.804 -2.936 -5.599
H 3.513 -1.905 -3.797
H 2.745 -3.452 -3.398
H 1.912 -0.649 -2.518
H 2.088 -2.088 -1.486
H 0.899 -4.578 -0.914
H 0.479 -5.152 -2.541
H 0.024 -6.463 0.064
H -0.220 -7.167 -1.533
H -2.360 -6.597 0.098
H -2.472 -6.361 -1.652
H -1.675 -4.270 0.427
H -2.997 -4.141 -0.760
Br -4.150 4.649 -0.350
C -4.899 2.931 -0.082
C -6.247 2.723 -0.345
C -6.802 1.469 -0.164
C -6.013 0.414 0.265
C -4.668 0.613 0.530
C -4.114 1.873 0.365
I -2.040 2.213 0.818
H -6.847 3.554 -0.682
H -7.853 1.324 -0.354
H -6.449 -0.561 0.410
H -4.052 -0.209 0.876

The charge is +1. Its frontier orbital gap (alpha / beta) is 7.08 / 6.65 eV. The spin multiplicity is 2. Its LUMO energy (alpha / beta) is -2.797 / -2.727 eV.

***

What did the fifth record say?
Formula: C27H32BF3IN3O7P
Source: the Open Molecules 2025 dataset
Level of theory: the ωB97M-V functional and the def2-TZVPD basis

Atoms and positions in Å:
C 2.767 -2.688 1.431
N 3.293 -1.932 0.229
C 3.115 -0.488 0.567
B 2.547 -2.334 -1.013
O 3.215 -2.981 -2.120
C 0.922 -2.085 -1.110
C 0.035 -3.294 -0.633
C -1.502 -3.151 -0.638
C -2.111 -1.788 -1.138
C -1.276 -0.597 -1.644
C 0.286 -0.744 -1.639
I 1.496 0.919 -2.344
C -3.721 -1.697 -1.066
O -4.430 -1.190 -1.962
C -4.358 -2.373 0.257
C -5.510 -1.681 1.032
C -6.122 -0.266 0.549
O -5.118 0.714 0.233
C -4.723 1.489 1.385
O -4.809 2.877 1.018
C -3.672 3.638 1.481
C -2.385 3.565 0.532
O -2.525 4.383 -0.682
C -6.007 -2.427 2.330
P -7.384 -1.700 3.444
O -7.181 -2.265 4.873
C -5.430 -3.789 2.809
C -4.281 -4.472 2.034
C -3.586 -5.851 2.449
F -3.920 -6.914 1.569
F -3.972 -6.244 3.768
F -2.156 -5.736 2.506
C -3.750 -3.733 0.760
C -2.522 -4.296 -0.130
O -2.372 -5.505 -0.399
H 2.756 -3.826 1.261
H 1.721 -2.344 1.746
H 3.466 -2.502 2.327
H 3.538 0.152 -0.284
H 2.027 -0.241 0.836
H 3.784 -0.260 1.485
H 3.303 -3.927 -1.829
H 0.475 -4.279 -0.250
H -1.747 0.376 -1.991
H -6.727 -0.484 -0.410
H -6.866 0.061 1.350
H -3.622 1.271 1.643
H -5.330 1.207 2.319
H -4.012 4.743 1.499
H -3.327 3.332 2.535
H -1.457 3.999 1.071
H -2.198 2.486 0.208
H -2.420 3.783 -1.453
H -7.073 -0.287 3.523
H -8.687 -1.935 2.903
H -5.828 -4.331 3.744
C 6.258 4.104 -5.043
C 7.265 4.068 -3.911
N 6.710 3.667 -2.607
C 5.389 3.423 -2.279
C 5.358 3.131 -0.950
N 6.657 3.200 -0.496
C 7.463 3.507 -1.514
C 7.104 2.983 0.877
H 5.449 4.807 -4.830
H 6.741 4.420 -5.969
H 5.818 3.117 -5.209
H 7.710 5.058 -3.781
H 8.069 3.368 -4.154
H 4.622 3.490 -3.029
H 4.567 2.887 -0.263
H 8.537 3.619 -1.462
H 7.622 3.877 1.226
H 7.782 2.129 0.899
H 6.249 2.785 1.523

The charge is +1. Its frontier orbital gap is 7.78 eV. Its LUMO energy is -3.119 eV.